{"formula": "C23H31N3O2S2", "method": "the ωB97M-V functional and the def2-TZVPD basis", "symbols": ["C", "C", "H", "H", "O", "C", "O", "C", "C", "C", "C", "C", "C", "H", "H", "N", "C", "N", "C", "H", "H", "C", "N", "C", "C", "H", "C", "H", "C", "C", "H", "H", "C", "H", "H", "H", "H", "H", "H", "H", "H", "H", "H", "C", "C", "C", "C", "C", "S", "H", "H", "H", "H", "H", "S", "H", "H", "H", "H", "H", "H"], "coordinates": [[-0.734478, 5.658704, 5.067425], [-1.573167, 4.411148, 5.308237], [-1.328396, 3.950736, 6.268052], [-2.638621, 4.662328, 5.275285], [-1.305414, 3.404354, 4.334942], [-1.953900, 3.509742, 3.163083], [-2.739898, 4.392782, 2.915640], [-1.601505, 2.421740, 2.224347], [-0.637639, 1.463423, 2.531889], [-0.340694, 0.471263, 1.622836], [-0.996926, 0.415375, 0.391741], [-1.960828, 1.372184, 0.084681], [-2.258092, 2.363201, 0.996991], [-2.999797, 3.114161, 0.771803], [-2.470188, 1.335411, -0.863912], [-0.617455, -0.591994, -0.504515], [-1.444147, -1.380324, -1.231655], [-0.838250, -2.358264, -1.954321], [0.537957, -2.758678, -1.741651], [0.629500, -3.788392, -2.093736], [0.767783, -2.758067, -0.672054], [1.542795, -1.882320, -2.511429], [1.936943, -0.690939, -1.769703], [2.150714, 0.487626, -2.606435], [1.613268, 1.760638, -1.946545], [0.623568, 1.550919, -1.539443], [2.505914, 2.328359, -0.848872], [1.997096, 3.185318, -0.402401], [2.837105, 1.322209, 0.249070], [3.754183, 0.201860, -0.240296], [4.332619, -0.188670, 0.600122], [4.471641, 0.621080, -0.948281], [3.044278, -0.999123, -0.867462], [2.640334, -1.627113, -0.065321], [3.809572, -1.599803, -1.391592], [1.914802, 0.908366, 0.654223], [3.342670, 1.855660, 1.057053], [3.437835, 2.691671, -1.290223], [1.495842, 2.520047, -2.722568], [1.599156, 0.347683, -3.539084], [3.208509, 0.612542, -2.870844], [2.420886, -2.495341, -2.770995], [1.060947, -1.583326, -3.444749], [-1.614362, -3.186649, -2.862131], [-1.963928, -4.505399, -2.254895], [-2.947041, -4.779174, -1.356799], [-2.968088, -6.133480, -0.953787], [-1.997970, -6.872131, -1.546437], [-1.032609, -5.929734, -2.611891], [-1.781976, -7.915691, -1.431927], [-3.679168, -6.537105, -0.255593], [-3.634416, -4.032349, -1.002628], [-1.035242, -3.331534, -3.779000], [-2.533361, -2.640174, -3.092410], [-3.092718, -1.206500, -1.218975], [0.388431, -0.670342, -0.691702], [0.387718, -0.289132, 1.868200], [-0.133286, 1.500604, 3.484481], [-0.916837, 6.379282, 5.859547], [-1.004645, 6.106441, 4.114256], [0.322977, 5.404894, 5.052359]], "forces_ev_per_angstrom": [[-0.2, -0.4, -0.1], [-0.2, 0.5, 0.2], [-0.1, 0.0, -0.1], [0.2, -0.1, 0.1], [0.2, -0.3, -0.1], [-0.2, 0.2, 0.1], [0.1, -0.1, 0.0], [0.1, -0.3, -0.2], [-0.1, 0.3, 0.0], [-0.2, -0.1, -0.2], [-0.2, 0.3, 0.5], [0.1, 0.0, -0.1], [0.1, 0.1, 0.2], [-0.1, 0.1, 0.0], [0.0, 0.0, 0.0], [0.3, -0.4, -0.2], [-0.1, -0.1, 0.0], [0.1, 0.3, 0.1], [0.4, 0.1, -0.3], [0.0, 0.1, 0.1], [0.0, -0.1, 0.0], [-0.1, -0.4, 0.0], [0.2, 0.0, -0.1], [-0.3, 0.3, -0.1], [0.3, 0.1, -0.1], [-0.1, 0.0, -0.1], [-0.3, -0.1, 0.1], [0.1, 0.1, 0.0], [0.2, 0.1, -0.1], [-0.2, -0.1, 0.0], [0.1, 0.0, -0.1], [0.1, 0.0, 0.0], [0.3, -0.1, 0.1], [0.1, 0.0, 0.0], [-0.1, 0.0, 0.0], [0.0, 0.0, 0.1], [-0.1, 0.0, 0.1], [0.0, 0.1, 0.0], [-0.1, 0.0, 0.0], [0.1, -0.1, 0.1], [0.0, 0.0, -0.1], [0.0, 0.1, 0.0], [0.1, 0.0, 0.0], [-0.2, 0.0, -0.1], [0.2, -0.4, -0.2], [0.0, 0.1, -0.1], [0.1, -0.2, 0.0], [0.3, 0.0, -0.2], [-0.6, 0.2, 0.3], [0.0, -0.2, 0.1], [-0.1, -0.1, 0.1], [-0.1, 0.2, 0.0], [0.0, 0.1, 0.0], [0.3, -0.1, -0.1], [-0.8, 0.1, 0.0], [-0.1, 0.2, -0.1], [0.0, -0.1, 0.0], [0.0, 0.0, 0.1], [0.0, 0.1, 0.1], [0.0, 0.1, 0.0], [0.1, 0.0, 0.0]], "lowdin_charge": [-0.06, -0.22, 0.12, 0.12, -0.02, -0.45, 0.11, -0.12, 0.00, -0.02, -0.27, -0.05, 0.01, 0.12, 0.07, 0.07, -0.75, -0.12, -0.13, 0.09, 0.13, -0.16, -0.20, -0.17, -0.17, 0.10, -0.20, 0.11, -0.19, -0.18, 0.11, 0.11, -0.19, 0.12, 0.12, 0.08, 0.11, 0.11, 0.11, 0.12, 0.13, 0.12, 0.12, -0.22, -0.51, -0.13, -0.18, -0.42, 1.02, 0.06, 0.10, 0.08, 0.12, 0.07, 0.72, 0.10, 0.12, 0.12, 0.08, 0.07, 0.08], "total_charge": 0, "smiles": "CCOC(=O)c1ccc(NC(=S)N(CCN2CCCCCC2)Cc2cccs2)cc1", "e_above_lowest_kj_mol": 10.0, "e_homo_ev": -7.8}

=====

{"formula": "C23H31N5O2S", "method": "the ωB97M-V functional and the def2-TZVPD basis", "symbols": ["C", "C", "H", "H", "C", "N", "N", "C", "C", "C", "C", "C", "C", "C", "C", "C", "S", "H", "H", "H", "H", "C", "O", "C", "H", "H", "H", "H", "C", "O", "N", "H", "C", "C", "C", "N", "C", "C", "N", "C", "H", "H", "H", "C", "C", "H", "H", "H", "H", "H", "H", "H", "H", "H", "H", "H", "H", "H", "H", "H", "H", "H"], "coordinates": [[1.917127, 2.287021, -2.165673], [0.772540, 1.402223, -1.688427], [1.166627, 0.481669, -1.256685], [0.141890, 1.128369, -2.538434], [-0.091500, 2.142267, -0.658253], [-1.396567, 1.509941, -0.470627], [-2.396099, 2.369289, -0.639564], [-3.636894, 2.006866, -0.561507], [-3.946780, 0.646963, -0.314395], [-2.923058, -0.268998, -0.143364], [-3.407194, -1.596860, 0.084883], [-2.690090, -2.773676, 0.296832], [-3.377447, -3.951207, 0.494082], [-4.771069, -3.978242, 0.483912], [-5.502300, -2.825371, 0.275572], [-4.814195, -1.639654, 0.076826], [-5.527021, -0.067330, -0.204449], [-6.581045, -2.840277, 0.266160], [-5.288011, -4.912869, 0.640716], [-2.831795, -4.867875, 0.659032], [-1.612541, -2.734110, 0.300840], [-1.546937, 0.161565, -0.195563], [-0.579889, -0.573376, -0.007045], [-4.694505, 3.039061, -0.751541], [-5.328215, 2.773201, -1.596346], [-4.232810, 4.004711, -0.929969], [-5.324092, 3.093335, 0.135248], [-0.325322, 3.142541, -1.038333], [0.688891, 2.365005, 0.657434], [1.082796, 3.472472, 0.961902], [0.896603, 1.256852, 1.376784], [0.566578, 0.367096, 1.007793], [1.722478, 1.220559, 2.561084], [2.908505, 0.278884, 2.354809], [3.890844, 0.828835, 1.316654], [4.741474, -0.224451, 0.787854], [6.029141, 0.259104, 0.328373], [6.901957, -0.923084, -0.078882], [6.264418, -1.661533, -1.152101], [7.096420, -2.742276, -1.629961], [7.314427, -3.490559, -0.850597], [8.038991, -2.333052, -1.991264], [6.592483, -3.240027, -2.457510], [4.968814, -2.134253, -0.703353], [4.103232, -0.948645, -0.295851], [3.955678, -0.295679, -1.175417], [3.127790, -1.310629, 0.033848], [5.066368, -2.820380, 0.157420], [4.489582, -2.672013, -1.525306], [7.069836, -1.564028, 0.805530], [7.869040, -0.557649, -0.433116], [5.923338, 0.939067, -0.535682], [6.514373, 0.801030, 1.143540], [4.521556, 1.583049, 1.792407], [3.331905, 1.329151, 0.509381], [2.532351, -0.690553, 2.024449], [3.425267, 0.126395, 3.301995], [2.061948, 2.240860, 2.754023], [1.119086, 0.879214, 3.409488], [2.561712, 1.734054, -2.844754], [2.512411, 2.632914, -1.324045], [1.534075, 3.161105, -2.687066]], "forces_ev_per_angstrom": [[-0.1, -0.1, 0.1], [0.1, 0.1, 0.0], [-0.1, 0.0, -0.1], [0.0, -0.1, 0.0], [0.7, 0.1, -0.2], [-0.2, -0.5, 0.1], [-0.6, 0.8, -0.1], [0.2, 0.0, 0.0], [0.4, -0.7, 0.1], [-0.5, 0.6, -0.1], [-0.3, -0.2, 0.0], [0.1, 0.0, 0.0], [0.1, 0.0, 0.0], [-0.1, 0.0, 0.0], [-0.1, -0.1, 0.0], [0.2, 0.2, 0.0], [0.3, 0.0, 0.0], [-0.1, -0.1, 0.0], [-0.1, -0.1, 0.0], [0.1, -0.1, 0.0], [0.1, 0.0, 0.0], [-0.3, 0.2, 0.0], [0.1, -0.4, 0.0], [0.0, 0.0, 0.0], [-0.1, 0.0, -0.1], [0.0, 0.1, 0.0], [-0.1, 0.1, 0.1], [0.1, -0.3, 0.2], [-0.5, -0.1, -0.4], [0.2, 0.4, 0.0], [0.1, -0.5, 0.2], [0.0, 0.2, -0.1], [0.1, 0.0, 0.2], [0.0, 0.4, -0.2], [-0.2, -0.2, 0.2], [0.1, 0.1, 0.0], [0.2, -0.1, 0.0], [0.0, 0.3, 0.0], [0.0, 0.0, 0.1], [0.0, 0.0, 0.0], [0.0, 0.0, 0.0], [0.1, -0.1, 0.0], [0.0, -0.1, 0.0], [-0.2, 0.1, -0.1], [0.0, -0.3, 0.0], [0.0, 0.0, 0.0], [0.0, 0.0, 0.0], [0.0, 0.0, 0.0], [0.0, 0.0, 0.0], [0.0, 0.0, 0.0], [0.0, 0.0, 0.0], [0.0, 0.0, 0.0], [0.0, 0.0, 0.0], [0.0, 0.0, 0.0], [0.1, 0.1, 0.0], [0.0, -0.1, 0.0], [0.0, -0.1, 0.0], [-0.1, -0.1, 0.1], [0.1, 0.1, 0.0], [0.1, 0.0, 0.0], [0.1, 0.1, 0.0], [0.0, 0.1, -0.1]], "lowdin_charge": [-0.09, -0.19, 0.09, 0.12, -0.17, 0.01, 0.16, -0.33, -0.39, -0.08, -0.18, 0.00, -0.07, -0.08, -0.09, -0.45, 1.11, 0.11, 0.10, 0.10, 0.11, -0.34, 0.03, -0.04, 0.08, 0.08, 0.08, 0.15, -0.46, 0.07, 0.08, 0.10, -0.17, -0.15, -0.19, -0.17, -0.19, -0.20, -0.23, -0.11, 0.09, 0.08, 0.08, -0.19, -0.18, 0.12, 0.11, 0.13, 0.12, 0.13, 0.12, 0.13, 0.12, 0.12, 0.11, 0.10, 0.11, 0.12, 0.12, 0.07, 0.06, 0.08], "total_charge": 0, "smiles": "CC[C@H](C(=O)NCCCN1CCN(C)CC1)n1nc(C)c2sc3ccccc3c2c1=O", "e_above_lowest_kj_mol": 25.9, "e_homo_ev": -8.5}

=====

{"formula": "C23H31N5O3S", "method": "the ωB97M-V functional and the def2-TZVPD basis", "symbols": ["C", "H", "H", "H", "C", "C", "H", "H", "H", "C", "C", "N", "C", "O", "C", "C", "C", "N", "O", "C", "H", "H", "S", "C", "N", "C", "C", "C", "C", "C", "C", "N", "H", "H", "H", "H", "H", "C", "O", "N", "C", "C", "H", "H", "C", "C", "H", "H", "H", "C", "H", "H", "H", "H", "H", "H", "H", "H", "H", "H", "H", "H", "H"], "coordinates": [[3.382606, -3.868401, -0.031330], [3.972385, -3.554867, 0.827416], [3.553572, -4.930048, -0.197302], [3.734328, -3.319923, -0.901600], [1.897349, -3.596997, 0.199949], [1.084125, -4.047012, -1.010897], [1.106500, -5.131012, -1.104373], [1.500595, -3.616129, -1.917481], [0.050615, -3.721826, -0.931138], [1.439258, -4.302380, 1.483048], [0.001830, -3.971646, 1.895667], [-0.169465, -2.556338, 2.123530], [-0.789656, -1.751790, 1.246588], [-1.416016, -2.165605, 0.279977], [-0.627085, -0.312045, 1.547517], [-1.002283, 0.857540, 0.922910], [-0.347711, 1.864849, 1.705397], [0.316135, 1.326036, 2.689675], [0.153840, -0.009180, 2.613203], [-0.303828, 3.314105, 1.417231], [-0.634647, 3.905010, 2.270670], [-0.905643, 3.532204, 0.535059], [1.414856, 3.864000, 1.117437], [1.970402, 2.609663, 0.054644], [1.253375, 1.626369, -0.405505], [2.113896, 0.862185, -1.152936], [1.881288, -0.310382, -1.859380], [2.952037, -0.870732, -2.526760], [4.222071, -0.295050, -2.495512], [4.472702, 0.870627, -1.795737], [3.405042, 1.440642, -1.126851], [3.278530, 2.563787, -0.342938], [3.993227, 3.227891, -0.099805], [5.455872, 1.315741, -1.772746], [5.028807, -0.771608, -3.032296], [2.806932, -1.777449, -3.095686], [0.898184, -0.752610, -1.880209], [-1.865350, 1.165415, -0.251062], [-2.297844, 2.295513, -0.427147], [-2.096019, 0.138545, -1.074777], [-2.967953, 0.251899, -2.218710], [-4.241412, -0.577755, -2.040588], [-3.958399, -1.630025, -1.956324], [-4.854087, -0.463370, -2.937222], [-5.067276, -0.193195, -0.807747], [-5.554077, 1.252139, -0.876299], [-6.099010, 1.427183, -1.802000], [-4.720844, 1.947136, -0.821681], [-6.220211, 1.462465, -0.042268], [-6.253771, -1.146514, -0.674855], [-5.913917, -2.177592, -0.605028], [-6.909074, -1.057952, -1.539152], [-6.831503, -0.915604, 0.217218], [-4.434645, -0.305507, 0.080084], [-3.203117, 1.309455, -2.347715], [-2.429690, -0.099154, -3.106029], [-1.827320, -0.801019, -0.788609], [0.376846, -2.133767, 2.859663], [-0.702532, -4.258009, 1.114021], [-0.250409, -4.509197, 2.814604], [2.109959, -4.022081, 2.299801], [1.514523, -5.382776, 1.346809], [1.767272, -2.515182, 0.322217]], "forces_ev_per_angstrom": [[-0.2, 0.2, 0.1], [0.1, 0.0, 0.1], [0.1, -0.2, 0.0], [0.1, 0.0, -0.1], [0.1, -0.3, 0.0], [0.0, 0.2, 0.2], [0.0, -0.2, 0.0], [0.0, 0.0, -0.2], [-0.1, 0.0, -0.1], [-0.2, 0.3, -0.2], [0.1, -0.4, -0.1], [0.1, 0.1, 0.2], [0.2, -0.1, 0.4], [-0.1, 0.0, -0.2], [-0.4, 1.3, -0.5], [0.1, -0.7, 0.9], [-0.3, -1.0, 0.3], [0.1, 1.2, 0.1], [-0.2, -0.8, -0.4], [0.4, 0.3, -0.3], [0.0, 0.0, -0.1], [0.0, 0.0, 0.3], [0.0, 0.4, 0.2], [-0.2, -0.1, 0.0], [-0.2, 0.4, 0.0], [0.8, 0.1, -0.1], [0.1, 0.1, 0.1], [-0.1, -0.2, -0.1], [0.1, 0.0, 0.0], [0.1, 0.1, 0.0], [-0.3, -0.6, -0.3], [0.0, 0.2, 0.1], [0.0, -0.1, 0.0], [0.1, 0.0, 0.0], [0.1, 0.0, 0.0], [0.0, -0.1, 0.0], [-0.2, -0.1, 0.0], [0.2, -0.4, -0.1], [-0.1, 0.2, 0.1], [0.0, -0.2, -0.2], [-0.2, 0.0, -0.3], [0.2, 0.2, 0.3], [0.0, -0.1, -0.1], [-0.1, -0.1, -0.1], [-0.2, -0.1, -0.2], [0.2, -0.2, 0.1], [-0.1, 0.0, -0.1], [0.0, 0.1, 0.0], [-0.1, 0.1, 0.1], [0.3, 0.1, 0.1], [0.0, -0.1, 0.0], [-0.1, 0.0, -0.1], [-0.1, 0.0, 0.1], [0.0, 0.0, 0.0], [0.1, -0.1, -0.1], [-0.1, 0.1, 0.0], [0.1, 0.1, 0.2], [-0.1, 0.1, -0.1], [0.0, 0.0, 0.1], [-0.1, 0.0, -0.1], [0.1, -0.1, 0.1], [0.1, -0.1, 0.0], [0.0, 0.0, 0.0]], "lowdin_charge": [-0.07, 0.08, 0.08, 0.06, -0.43, -0.06, 0.09, 0.06, 0.06, -0.16, -0.16, 0.09, -0.40, 0.05, -0.09, 0.00, -0.32, 0.14, 0.01, -0.35, 0.09, 0.07, 0.99, -0.64, 0.14, -0.21, -0.01, -0.11, -0.10, -0.02, -0.19, 0.11, 0.15, 0.11, 0.10, 0.10, 0.11, -0.44, 0.04, 0.10, -0.17, -0.17, 0.11, 0.12, -0.44, -0.07, 0.08, 0.06, 0.08, -0.09, 0.07, 0.08, 0.07, 0.13, 0.12, 0.12, 0.10, 0.15, 0.12, 0.12, 0.11, 0.12, 0.12], "total_charge": 0, "smiles": "CC(C)CCNC(=O)c1onc(CSc2nc3ccccc3[nH]2)c1C(=O)NCCC(C)C", "e_above_lowest_kj_mol": 219.9, "e_homo_ev": -8.1}